Here is a structure of composition C3H3O2Sm at a distorted geometry from the OMol25 dataset. Energies are from wB97M-V/def2-TZVPD.

Atoms and positions in Å:
O -0.32930 -0.92635 0.09083
C 0.81717 -0.84530 -0.05758
O 1.97764 -0.90963 -0.07151
Sm 4.60452 0.04132 0.17048
C -3.71369 -0.21044 0.13753
C -4.55256 -1.15537 0.06933
H -3.26373 0.77791 0.20752
H -5.59488 -0.78452 0.14460
H -4.36409 -2.22672 -0.05958

max |F|	3.393	eV/Å
energy relative to the best compared isomer or geometry (same formula, charge and spin)	0.0	kJ/mol
LUMO (spin up / spin down)	-12.588 / -12.361	eV
orbital gap (spin up / spin down)	9.68 / 10.21	eV
E	-25124.959	eV
charge	+3
spin multiplicity	7

Results of the Mulliken charge analysis, in e, for atoms 1 through 6: -0.24, 0.72, -0.45, 1.98, 0.33, -0.39

***

Here is a structure of composition C8H10MgN2S at a distorted geometry from the OMol25 dataset. Energies are from wB97M-V/def2-TZVPD.

Atoms and positions in Å:
C -0.47239 1.02509 -1.78360
C 0.93348 1.13971 -1.53998
C 1.11081 1.94044 -0.37371
C -0.18464 2.34704 0.09579
C -1.16141 1.79925 -0.80217
Mg -0.13450 0.04100 0.31132
N -1.47877 -1.38212 -0.17787
C -0.42611 -2.39579 -0.35426
C 0.93289 -1.74867 -0.34168
H 2.06913 2.25730 0.04418
H 1.72258 0.75475 -2.18146
H -0.38751 3.03319 0.92914
H -2.23499 2.01531 -0.79477
H -0.92875 0.52061 -2.62782
H 1.34627 -1.56291 -1.33958
H -0.46503 -3.14277 0.47692
H -2.23956 -1.81534 0.33396
H 1.63433 -2.13445 0.39693
H -0.52479 -2.94716 -1.31239
S 1.20092 0.09686 2.49225
C 0.19138 0.08132 3.79015
N -0.50335 0.07731 4.75866

max |F|	3.362	eV/Å
energy relative to the best compared isomer or geometry (same formula, charge and spin)	0.0	kJ/mol
LUMO	5.830	eV
orbital gap	4.73	eV
E	-27716.985	eV
charge	-2

Results of the Mulliken charge analysis, in e, for atoms 1 through 6: -0.51, -0.22, -0.62, -0.59, -0.38, 0.00

***

Here is a structure of composition C35H40Br3GeNO7Ti from the OMol25 dataset. Energies are from wB97M-V/def2-TZVPD.

Atoms and positions in Å:
Ti 0.77717 0.34604 0.03361
C 4.32467 0.16402 -2.66373
C 2.80636 0.10943 -2.52187
C 2.17344 1.21438 -3.35669
C 2.29437 -1.25633 -2.95553
O 2.44792 0.30563 -1.14192
Ge 3.61627 0.83431 0.32085
O 2.32789 2.12172 0.72458
C 2.54090 3.53350 0.84106
C 1.59421 4.28060 -0.08856
C 3.98484 3.88938 0.48150
C 2.28632 3.93474 2.29145
O 2.43433 -0.32709 1.23009
C 2.71883 -0.96724 2.48947
C 4.22230 -0.93649 2.75278
C 1.97835 -0.23392 3.59847
C 2.24587 -2.40219 2.34752
H 4.59453 0.00931 -3.70987
H 4.71469 1.13516 -2.34979
H 4.80660 -0.61006 -2.06256
H 2.46747 1.09623 -4.40313
H 1.08943 1.16910 -3.28936
H 2.50660 2.19324 -3.00359
H 2.60813 -1.46407 -3.98176
H 2.68426 -2.03315 -2.29535
H 1.20817 -1.29450 -2.90950
H 1.73955 3.95306 -1.11891
H 0.55206 4.09514 0.16171
H 1.79180 5.35517 -0.02579
H 4.20750 3.61221 -0.55268
H 4.13628 4.96544 0.58554
H 4.69466 3.37642 1.13449
H 1.25238 3.74367 2.57420
H 2.93998 3.37247 2.96207
H 2.48001 5.00232 2.42647
H 4.57977 0.08612 2.90099
H 4.44671 -1.51322 3.65138
H 4.76793 -1.37604 1.91430
H 2.26202 0.82236 3.59328
H 0.90411 -0.31088 3.43129
H 2.22704 -0.66107 4.57347
H 2.87359 -2.94297 1.63467
H 2.26822 -2.91802 3.31056
H 1.22836 -2.38350 1.97460
Br -0.73564 1.93375 2.13832
C -2.36737 0.96528 2.28990
C -3.51484 1.70349 2.30145
C -4.75091 1.03889 2.44586
C -4.77455 -0.31850 2.58342
C -3.58133 -1.08038 2.55190
C -3.63029 -2.49376 2.65947
C -2.47107 -3.20446 2.55928
C -1.23842 -2.54431 2.33745
C -1.06909 -1.17256 2.23043
C -2.30991 -0.45414 2.37722
H -3.47033 2.77925 2.19893
H -5.66959 1.61318 2.45330
H -5.71835 -0.84132 2.70710
H -4.58855 -2.98461 2.79639
H -2.49744 -4.28910 2.62539
H -0.38288 -3.20839 2.21843
Br -1.12222 -1.68135 -4.82553
C -2.01427 -0.29848 -3.85205
C -3.39417 -0.21453 -3.95000
C -4.00765 0.78649 -3.21964
C -3.23583 1.63149 -2.43777
C -1.86468 1.42634 -2.39948
N -1.25947 0.47414 -3.11233
C -1.02870 2.31105 -1.48400
O -1.46924 3.42408 -1.24423
O 0.09052 1.84759 -1.04874
H -3.94918 -0.91288 -4.55868
H -5.08476 0.89659 -3.25170
H -3.65700 2.42793 -1.84311
Br 0.01349 -4.32848 -1.87618
C -1.71263 -3.65208 -1.47812
C -2.77963 -4.49898 -1.74522
C -4.07593 -4.07972 -1.49736
C -4.31511 -2.81344 -0.98585
C -3.24939 -1.97243 -0.72854
C -1.93486 -2.37834 -0.96224
C -0.88296 -1.38039 -0.61524
O 0.34864 -1.64574 -0.56667
O -1.23458 -0.19881 -0.35333
H -2.58553 -5.48328 -2.14811
H -4.90056 -4.75155 -1.70312
H -5.32564 -2.48423 -0.77899
H -3.40393 -0.98378 -0.31778

max |F|	0.857	eV/Å
energy relative to the best compared isomer or geometry (same formula, charge and spin)	139.4	kJ/mol
LUMO (spin up / spin down)	2.413 / 2.412	eV
orbital gap (spin up / spin down)	6.55 / 6.58	eV
E	-342532.841	eV
charge	-1
spin multiplicity	2

Results of the Mulliken charge analysis, in e, for atoms 1 through 6: 0.93, -2.14, 1.78, -1.17, -1.10, 0.88

***

Here is a cluster of 10 separate species, C36H61NO27 in total at a distorted geometry from the OMol25 dataset. Energies are from wB97M-V/def2-TZVPD.

Atoms and positions in Å:
C 13.70200 11.67000 -19.31500
C 13.18800 10.68500 -18.28900
C 14.00500 10.64000 -17.01200
O 13.06700 11.20200 -16.03600
C 11.90800 11.40400 -16.57500
O 11.02300 11.88600 -15.92700
O 11.88100 10.99000 -17.87800
H 13.69600 12.68500 -18.77800
H 12.94500 11.77800 -20.10200
H 14.69100 11.34000 -19.64800
H 13.15800 9.61300 -18.65800
H 14.93200 11.18500 -16.97000
H 14.17100 9.57200 -16.68800
C 20.85200 8.54800 -16.87000
C 21.09400 7.58700 -15.74100
C 21.95700 6.38000 -15.97400
O 22.73200 6.24000 -14.78300
C 22.72800 7.39400 -14.16200
O 23.42900 7.57200 -13.15400
O 21.89000 8.24100 -14.72600
H 20.16500 8.07300 -17.58700
H 21.75500 8.79200 -17.37400
H 20.40000 9.44100 -16.53400
H 20.15000 7.30300 -15.25300
H 22.63700 6.56900 -16.80200
H 21.38900 5.47700 -16.08600
C 13.40600 7.40800 -22.74200
C 13.58500 8.60100 -21.74900
C 14.99000 9.12100 -21.73300
O 14.86000 10.45900 -22.21700
C 13.64400 10.78300 -22.42100
O 13.23600 11.86800 -22.75300
O 12.81900 9.75300 -22.19500
H 12.40700 6.93700 -22.66400
H 14.11500 6.61400 -22.60400
H 13.48800 7.74400 -23.77200
H 13.31500 8.35200 -20.75600
H 15.58500 8.49000 -22.41000
H 15.41300 9.11300 -20.75000
C 14.29500 2.79400 -18.49300
C 14.84000 4.18300 -18.94100
C 14.38200 4.66100 -20.32500
O 13.91100 6.00300 -20.09900
C 13.80700 6.22600 -18.74600
O 13.45800 7.30100 -18.25900
O 14.28800 5.13000 -18.11700
H 14.25100 2.78400 -17.41600
H 14.81100 1.91000 -18.86900
H 13.38400 2.58700 -18.98200
H 15.92700 4.23500 -18.76400
H 13.61300 4.09500 -20.78600
H 15.20900 4.70800 -21.03600
C 16.71200 0.31700 -21.73500
C 17.36100 1.43500 -20.87100
C 18.88600 1.57900 -20.92700
O 19.03500 2.86800 -21.60500
C 17.84300 3.46100 -21.71000
O 17.66600 4.57800 -22.21100
O 16.89400 2.74300 -21.18200
H 16.64700 0.54400 -22.74500
H 15.69000 0.02800 -21.42400
H 17.24500 -0.54300 -21.64200
H 17.01500 1.30400 -19.86100
H 19.32800 0.70900 -21.44900
H 19.24600 1.60000 -19.88800
C 17.38600 7.06500 -19.60900
O 18.15200 8.25400 -19.67900
C 17.65200 9.27500 -18.99700
O 16.36300 9.15200 -18.29800
O 18.30200 10.41100 -19.01300
C 17.84100 11.45000 -18.21200
H 17.99000 6.22400 -20.01400
H 16.52700 7.02300 -20.27700
H 17.05900 6.83600 -18.58600
H 18.73200 12.07400 -18.02300
H 17.51200 11.12100 -17.24100
H 16.98900 11.97100 -18.61400
C 17.28800 14.95600 -15.67200
O 16.69700 15.78500 -16.61400
C 15.83900 15.24700 -17.57900
O 15.58900 13.85200 -17.73200
O 15.24100 16.18200 -18.33100
C 14.39600 15.73600 -19.33300
H 17.82900 14.11500 -16.10400
H 16.58900 14.54400 -14.99500
H 17.95300 15.56800 -15.02700
H 14.30200 16.55500 -20.06400
H 13.40100 15.57700 -18.90500
H 14.63000 14.81500 -19.84000
C 16.93500 3.48200 -16.05000
O 17.88500 3.19300 -17.06600
C 18.72200 4.06500 -17.59600
O 18.81400 5.38900 -17.11200
O 19.59800 3.59000 -18.56400
C 20.55400 4.52900 -19.20900
H 17.17400 4.46800 -15.61600
H 17.26400 2.95900 -15.08400
H 15.88200 3.34900 -16.24500
H 21.18400 4.92900 -18.41100
H 20.09200 5.37200 -19.74800
H 21.25000 4.05500 -19.86800
C 15.39000 10.67500 -13.94000
O 16.36600 11.51200 -14.53700
C 17.58400 11.49900 -14.09000
O 17.95200 10.87900 -12.86200
O 18.39400 12.11600 -14.87200
C 19.74000 12.19000 -14.48300
H 14.42600 11.23000 -14.00300
H 15.57000 10.57500 -12.85800
H 15.39600 9.67500 -14.35400
H 20.22700 12.52300 -15.38400
H 20.28100 11.20100 -14.25000
H 19.87400 12.82500 -13.58500
C 17.63800 8.43700 -15.44300
C 16.79800 7.34300 -14.84500
C 15.81100 6.87900 -15.87600
C 14.71400 5.98500 -15.44800
N 13.91900 5.22200 -15.11200
H 17.03400 9.21800 -15.85100
H 18.22600 8.04200 -16.31000
H 18.34800 8.81100 -14.75200
H 16.29000 7.73000 -13.94100
H 17.44000 6.52600 -14.50600
H 16.34100 6.27600 -16.60000
H 15.29000 7.72300 -16.36700

max |F|	9.356	eV/Å
energy relative to the best compared isomer or geometry (same formula, charge and spin)	8.3	kJ/mol
LUMO	-0.191	eV
SMILES string	C[C@H]1COC(=O)O1.C[C@H]1COC(=O)O1.C[C@H]1COC(=O)O1.C[C@H]1COC(=O)O1.C[C@H]1COC(=O)O1.COC(=O)OC.COC(=O)OC.COC(=O)OC.COC(=O)OC.CCCC#N
orbital gap	9.89	eV
E	-95087.705	eV

Results of the Mulliken charge analysis, in e, for atoms 1 through 6: -0.70, 1.70, 1.02, -0.43, 0.49, -0.63

***

Here is a structure of composition C33H39FN4P2Pb at a distorted geometry from the OMol25 dataset. Energies are from wB97M-V/def2-TZVPD.

Atoms and positions in Å:
Pb 0.56924 2.41330 -0.69460
C 0.38224 -1.76518 2.04571
C 1.63702 -1.39933 1.79338
C 2.65051 -2.08884 0.92632
C 2.66211 -1.80476 -0.60490
C 1.36883 -1.88173 -1.36280
C 0.27773 -2.56877 -1.00751
C 0.16437 -3.53589 0.12376
C -0.34389 -2.95335 1.47322
C -0.93666 1.46282 -2.01419
H -0.20472 -1.18469 2.76868
H 2.02932 -0.46998 2.23716
H 2.63765 -3.17568 1.09092
H 3.62710 -1.70951 1.28313
H 3.11325 -0.81044 -0.77076
H 3.36217 -2.52230 -1.07334
H 1.35353 -1.26457 -2.27738
H -0.64031 -2.49400 -1.61030
H 1.11214 -4.06223 0.30210
H -0.59748 -4.28266 -0.17551
H -1.41261 -2.70208 1.36950
H -0.29259 -3.75942 2.22379
H -1.90565 1.51605 -1.49816
H -0.57455 0.42685 -2.07349
H -0.99949 1.93353 -3.00796
P 7.31793 -3.52264 -2.76166
P 7.81306 -2.73353 0.20993
N 6.42729 -4.79223 -3.59476
N 8.44684 -3.25139 -4.11960
N 7.02749 -3.94461 1.22324
N 8.84930 -2.10184 1.49121
C 8.42318 -4.63769 -1.76131
C 9.04782 -3.87913 -0.58298
C 5.02646 -4.87005 -3.53924
C 4.62550 -6.06295 -4.12094
C 5.80904 -6.75508 -4.55006
C 6.89861 -5.96015 -4.20479
C 8.49627 -2.01802 -4.78422
C 9.54105 -2.04181 -5.69579
C 10.16989 -3.32356 -5.59886
C 9.48084 -4.04062 -4.62912
C 5.65027 -3.89742 1.46843
C 5.27807 -5.03292 2.17171
C 6.45670 -5.82419 2.35902
C 7.50996 -5.13756 1.76459
C 9.56365 -2.75658 2.50345
C 10.43811 -1.85071 3.09477
C 10.27896 -0.59743 2.40997
C 9.31668 -0.77653 1.43247
H 9.22859 -5.08076 -2.35962
H 7.78353 -5.45979 -1.40433
H 9.48232 -4.58188 0.13958
H 9.86424 -3.21752 -0.91497
H 4.46768 -4.06934 -3.08033
H 3.61142 -6.41433 -4.22476
H 5.85680 -7.71250 -5.04241
H 7.95240 -6.13881 -4.33273
H 7.78507 -1.24427 -4.52858
H 9.82957 -1.23816 -6.36046
H 11.02101 -3.68215 -6.16546
H 9.66279 -5.03938 -4.25720
H 5.07852 -3.05588 1.11041
H 4.28264 -5.27127 2.51987
H 6.53341 -6.77195 2.86958
H 8.55176 -5.40428 1.68223
H 9.39193 -3.79672 2.72200
H 11.11288 -2.05929 3.91055
H 10.82172 0.31374 2.61353
H 8.91289 -0.10475 0.69116
F -4.00427 3.21324 3.61578
C -2.97240 2.80032 2.80390
C -3.03069 1.54146 2.21650
C -1.98571 1.15011 1.33780
C -0.96065 2.05070 1.06036
C -0.86124 3.25292 1.75354
C -1.90010 3.66193 2.61565
H -3.86690 0.88077 2.43032
H -2.00262 0.14577 0.89663
H 0.01370 3.90833 1.64000
H -1.85050 4.62773 3.11268

max |F|	3.730	eV/Å
energy relative to the best compared isomer or geometry (same formula, charge and spin)	34.5	kJ/mol
LUMO (spin up / spin down)	-8.808 / -8.945	eV
orbital gap (spin up / spin down)	2.94 / 2.80	eV
E	-67335.278	eV
charge	+2

Results of the Mulliken charge analysis, in e, for atoms 1 through 6: 0.95, -0.87, -0.39, -0.44, 0.03, -0.58

***

Here is a structure of composition C5H11BiClMgN at a distorted geometry from the OMol25 dataset. Energies are from wB97M-V/def2-TZVPD.

Atoms and positions in Å:
Bi 0.05308 0.52987 1.86214
Cl -0.79534 2.84222 1.50836
C -2.07691 -0.16206 2.08834
H -2.12210 -0.71428 3.03788
H -2.27050 -0.82070 1.22664
H -2.72488 0.71795 2.08278
Mg 0.84604 -0.54962 -1.78239
C 2.56542 0.71211 -1.90443
C -0.77816 -0.05528 -3.08167
C 0.42922 -1.33123 0.15571
H -1.41900 -0.93406 -3.18837
H -1.39781 0.75562 -2.66657
H -0.44555 0.26165 -4.07259
H 3.39583 0.15070 -1.48189
H 2.81182 1.00253 -2.92526
H 2.44515 1.63166 -1.31624
H -0.49349 -1.91585 0.22684
H 1.27965 -1.89040 0.57619
N 0.40053 -0.23520 5.40014
C 0.29698 0.00435 4.25435

max |F|	3.206	eV/Å
energy relative to the best compared isomer or geometry (same formula, charge and spin)	0.0	kJ/mol
LUMO	5.136	eV
orbital gap	4.97	eV
E	-30657.970	eV
charge	-2

Results of the Mulliken charge analysis, in e, for atoms 1 through 6: 0.98, -0.68, -1.22, 0.32, 0.30, 0.34